Computed, not measured: a 7-piece molecular cluster, C54H54N4O9 overall in a non-equilibrium geometry, with ωB97M-V/def2-TZVPD.

Structure (XYZ):
```
121
C54H54N4O9 (ωB97M-V/def2-TZVPD)
C 1.30 1.28 -2.01
C 0.63 -0.05 -1.68
N -0.72 -0.23 -2.25
C -0.74 -1.17 -3.35
C -0.14 -0.58 -4.63
C -1.74 -0.44 -1.26
C -1.61 -1.74 -0.39
H 1.51 1.39 -3.06
H 2.29 1.19 -1.53
H 0.93 2.18 -1.51
H 1.28 -0.79 -2.16
H 0.67 -0.34 -0.63
H -0.33 -2.17 -3.13
H -1.81 -1.34 -3.55
H 0.06 0.48 -4.50
H 0.77 -1.06 -4.99
H -0.84 -0.72 -5.45
H -2.72 -0.44 -1.74
H -1.74 0.41 -0.57
H -1.20 -1.38 0.55
H -1.05 -2.59 -0.76
H -2.62 -2.08 -0.15
O -1.77 3.03 -6.74
C -1.78 2.66 -5.58
N -2.49 1.55 -5.20
C -1.07 3.35 -4.45
H -2.26 1.06 -4.35
H -2.86 1.04 -5.98
H -1.13 2.77 -3.53
H -1.43 4.37 -4.30
H 0.00 3.46 -4.64
O 0.13 -4.72 -0.08
C 0.12 -5.72 -0.77
N 0.18 -6.97 -0.23
C 0.06 -5.69 -2.28
H 0.48 -7.72 -0.83
H 0.21 -7.14 0.76
H 0.68 -6.49 -2.70
H 0.41 -4.76 -2.70
H -0.96 -5.98 -2.53
O -4.02 0.04 4.57
C -2.98 -0.07 3.96
N -2.32 0.97 3.38
C -2.35 -1.44 3.67
H -2.57 1.92 3.57
H -1.59 0.78 2.70
H -2.35 -1.62 2.60
H -3.01 -2.13 4.17
H -1.32 -1.45 4.02
C -0.32 4.92 0.73
C 0.77 5.62 0.23
C 1.99 4.97 0.14
C 2.16 3.69 0.62
C 1.08 3.01 1.18
C -0.16 3.63 1.22
C 1.19 1.61 1.65
O 0.22 1.01 2.10
C 2.51 0.95 1.57
C 2.58 -0.41 1.87
C 3.81 -1.04 1.72
C 4.91 -0.37 1.20
C 4.79 0.94 0.77
C 3.59 1.61 0.98
C 3.48 3.01 0.49
O 4.44 3.54 -0.03
H -1.33 5.31 0.67
H 0.59 6.61 -0.15
H 2.86 5.54 -0.16
H -1.04 3.07 1.53
H 1.73 -0.98 2.21
H 3.94 -2.09 1.96
H 5.83 -0.93 1.06
H 5.60 1.45 0.27
C 5.76 8.57 -0.18
C 4.43 8.99 -0.31
C 3.55 8.28 -1.11
C 3.99 7.15 -1.82
C 5.29 6.71 -1.60
C 6.19 7.41 -0.82
C 5.74 5.44 -2.25
O 6.84 4.99 -2.04
C 4.76 4.71 -3.11
C 5.05 3.43 -3.55
C 4.12 2.74 -4.30
C 2.93 3.33 -4.70
C 2.63 4.62 -4.26
C 3.52 5.28 -3.43
C 3.08 6.60 -2.84
O 2.12 7.18 -3.29
H 6.42 9.18 0.41
H 4.17 9.97 0.07
H 2.53 8.63 -1.22
H 7.23 7.12 -0.76
H 5.98 2.98 -3.23
H 4.41 1.75 -4.63
H 2.20 2.72 -5.21
H 1.68 5.07 -4.51
C -3.62 -4.33 1.56
C -4.47 -3.43 2.17
C -5.27 -3.85 3.23
C -5.11 -5.10 3.78
C -4.23 -6.01 3.18
C -3.52 -5.61 2.06
C -3.99 -7.35 3.77
O -3.34 -8.20 3.20
C -4.62 -7.62 5.10
C -4.34 -8.82 5.72
C -4.95 -9.13 6.92
C -5.92 -8.30 7.47
C -6.26 -7.14 6.79
C -5.61 -6.79 5.63
C -5.93 -5.49 4.97
O -6.75 -4.73 5.43
H -2.98 -4.02 0.74
H -4.65 -2.43 1.80
H -5.95 -3.13 3.67
H -2.89 -6.35 1.56
H -3.65 -9.50 5.25
H -4.58 -10.02 7.42
H -6.35 -8.54 8.43
H -7.07 -6.56 7.21
```

Output
HOMO: -0.3177 hartree
ΔE to the lowest compared entry with this formula, charge and spin: 0.0 kcal/mol
Frontier orbital gap: 7.2 eV
Total charge: 0
Strongest force on any atom: 1.89 eV Å⁻¹
LUMO: -1.4175 eV
Calculated total energy: -2986.41997 hartree
SMILES: O=C1c2ccccc2C(=O)c2ccccc21.O=C1c2ccccc2C(=O)c2ccccc21.O=C1c2ccccc2C(=O)c2ccccc21.CCN(CC)CC.CC(N)=O.CC(N)=O.CC(N)=O

Mulliken population analysis, charges in e, atoms 1 to 99:
1. C -0.12
2. C -0.81
3. N 0.78
4. C -0.35
5. C -0.92
6. C -1.44
7. C 0.08
8. H 0.20
9. H 0.01
10. H -0.17
11. H 0.23
12. H 0.30
13. H -0.21
14. H 0.60
15. H -0.04
16. H 0.31
17. H 0.37
18. H 0.66
19. H 0.27
20. H -0.06
21. H 0.02
22. H 0.24
23. O -0.66
24. C 0.50
25. N -0.41
26. C -0.10
27. H 0.21
28. H 0.25
29. H 0.06
30. H 0.45
31. H -0.34
32. O -0.56
33. C 0.72
34. N -0.40
35. C -1.09
36. H 0.18
37. H 0.24
38. H 0.43
39. H 0.18
40. H 0.29
41. O -0.67
42. C 0.60
43. N -0.16
44. C -0.45
45. H 0.19
46. H 0.20
47. H -0.22
48. H 0.20
49. H 0.47
50. C -0.95
51. C -0.63
52. C 0.00
53. C -0.23
54. C 0.43
55. C -0.44
56. C 0.63
57. O -0.66
58. C 0.43
59. C -0.71
60. C -0.55
61. C -0.73
62. C -0.65
63. C 0.19
64. C 0.69
65. O -0.65
66. H 0.41
67. H 0.44
68. H 0.62
69. H 0.37
70. H 0.52
71. H 0.41
72. H 0.40
73. H 0.55
74. C -0.41
75. C -0.82
76. C -0.78
77. C -0.20
78. C 1.09
79. C -0.77
80. C 0.60
81. O -0.68
82. C 0.34
83. C -0.88
84. C -0.56
85. C -0.62
86. C -0.92
87. C 0.61
88. C 0.77
89. O -0.65
90. H 0.40
91. H 0.40
92. H 0.48
93. H 0.53
94. H 0.48
95. H 0.41
96. H 0.62
97. H 0.60
98. C 0.09
99. C -0.36